No. 1
{
  "formula": "C22H38GeN7O3Y",
  "method": "wB97M-V/def2-TZVPD",
  "e_tot_ha": -3584.6042,
  "total_charge": 3,
  "gap_ev": [9.082, 4.372],
  "e_lumo_ev": [-8.5, -13.2],
  "s2": 0.756,
  "largest_force_ev_per_a": 1.90,
  "multiplicity": 2,
  "symbols": ["Y", "C", "C", "C", "C", "O", "Ge", "O", "C", "C", "C", "C", "O", "C", "C", "C", "C", "H", "H", "H", "H", "H", "H", "H", "H", "H", "H", "H", "H", "H", "H", "H", "H", "H", "H", "H", "H", "H", "H", "H", "H", "H", "H", "H", "N", "C", "N", "C", "N", "C", "C", "N", "C", "C", "N", "H", "H", "H", "H", "H", "C", "C", "N", "C", "C", "N", "H", "H", "H", "H", "H", "H"],
  "xyz": [[0.21, 0.34, -0.08], [-3.21, -2.90, 0.48], [-2.10, -2.17, 1.23], [-0.96, -3.14, 1.61], [-2.71, -1.62, 2.55], [-1.59, -1.11, 0.48], [-2.71, -0.08, -1.09], [-1.81, 1.46, -0.25], [-2.47, 2.44, 0.56], [-2.03, 3.82, 0.06], [-2.03, 2.20, 2.01], [-3.99, 2.31, 0.44], [-0.92, -0.21, -1.98], [-0.63, -1.17, -3.00], [0.23, -0.46, -4.06], [0.15, -2.32, -2.35], [-1.91, -1.70, -3.64], [-3.56, -3.76, 1.05], [-2.84, -3.25, -0.49], [-4.06, -2.24, 0.29], [-1.34, -3.92, 2.26], [-0.17, -2.61, 2.13], [-0.56, -3.60, 0.71], [-3.06, -2.46, 3.15], [-3.55, -0.98, 2.31], [-1.95, -1.07, 3.11], [-0.95, 3.86, -0.09], [-2.32, 4.60, 0.76], [-2.51, 4.03, -0.90], [-0.97, 1.93, 2.03], [-2.60, 1.37, 2.44], [-2.20, 3.07, 2.63], [-4.30, 2.43, -0.60], [-4.48, 3.08, 1.04], [-4.33, 1.33, 0.79], [0.98, 0.17, -3.58], [-0.40, 0.18, -4.67], [0.72, -1.18, -4.71], [0.93, -1.90, -1.70], [0.60, -2.97, -3.09], [-0.53, -2.92, -1.74], [-2.51, -0.88, -4.03], [-2.51, -2.26, -2.92], [-1.67, -2.36, -4.47], [2.25, 4.32, 1.29], [1.18, 3.52, 1.38], [1.34, 2.48, 0.56], [2.56, 2.72, -0.02], [3.11, 3.83, 0.42], [3.21, 1.84, -0.98], [4.46, 2.20, -1.51], [5.07, 1.41, -2.35], [4.51, 0.28, -2.71], [3.27, -0.09, -2.20], [2.61, 0.69, -1.33], [2.45, 5.18, 1.78], [0.35, 3.71, 2.02], [4.95, 3.13, -1.24], [5.05, -0.34, -3.41], [2.81, -1.02, -2.51], [3.08, -2.36, 0.65], [2.49, -1.54, 1.73], [1.51, -0.64, 1.61], [1.28, -0.16, 2.90], [2.13, -0.78, 3.76], [2.88, -1.63, 3.01], [2.37, -2.49, -0.17], [3.35, -3.35, 1.03], [3.99, -1.90, 0.26], [0.52, 0.56, 3.13], [2.25, -0.68, 4.82], [3.60, -2.24, 3.37]]
}


No. 2
{
  "formula": "C22H38N6Tl",
  "method": "wB97M-V/def2-TZVPD",
  "e_tot_ha": -1361.8587,
  "total_charge": 1,
  "gap_ev": 8.323,
  "e_lumo_ev": -2.7,
  "largest_force_ev_per_a": 3.10,
  "symbols": ["Tl", "C", "C", "C", "C", "C", "C", "C", "C", "C", "C", "H", "H", "H", "H", "H", "H", "H", "H", "H", "H", "H", "H", "H", "H", "C", "N", "C", "C", "N", "C", "C", "N", "C", "C", "N", "C", "N", "C", "C", "C", "N", "C", "H", "H", "H", "H", "H", "H", "H", "H", "H", "H", "H", "H", "H", "H", "H", "H", "H", "H", "H", "H", "H", "H", "H", "H"],
  "xyz": [[0.86, -1.76, 0.05], [-1.69, -0.25, 4.76], [-1.97, 0.72, 3.65], [-2.96, 1.80, 4.13], [-2.51, 0.02, 2.40], [-1.93, -1.18, 2.02], [-2.54, -1.96, 1.04], [-3.73, -1.54, 0.37], [-4.26, -2.43, -0.71], [-4.26, -0.30, 0.78], [-3.67, 0.42, 1.80], [-1.59, 0.32, 5.70], [-0.71, -0.72, 4.60], [-2.43, -1.00, 4.85], [-1.09, 1.21, 3.21], [-3.95, 1.33, 4.22], [-3.03, 2.64, 3.36], [-2.63, 2.31, 5.05], [-0.98, -1.47, 2.51], [-2.26, -3.03, 1.07], [-3.54, -2.81, -1.49], [-5.01, -1.90, -1.30], [-4.68, -3.33, -0.27], [-5.18, 0.02, 0.31], [-4.23, 1.21, 2.27], [-1.67, 0.76, -1.62], [-1.41, -0.07, -2.82], [-2.23, 0.25, -3.99], [-1.49, -0.43, -5.05], [-0.13, -0.61, -4.54], [0.80, -1.32, -5.42], [-0.09, -0.33, -3.18], [0.85, -0.44, -2.25], [2.25, -0.41, -2.58], [2.98, 0.43, -1.53], [3.09, -0.30, -0.26], [3.50, 0.42, 0.74], [3.76, 1.80, 0.90], [3.89, 2.89, -0.10], [4.04, 2.08, 2.35], [4.25, 0.69, 2.97], [3.80, -0.23, 1.91], [3.66, -1.68, 2.06], [-0.68, 1.10, -1.23], [-2.21, 0.03, -0.93], [-2.47, 1.54, -1.86], [-2.26, 1.39, -4.12], [-3.24, -0.10, -3.83], [-1.54, 0.00, -6.06], [-1.91, -1.45, -5.25], [1.76, -1.48, -4.95], [0.87, -0.80, -6.45], [0.50, -2.38, -5.48], [2.41, 0.11, -3.53], [2.72, -1.38, -2.69], [2.33, 1.26, -1.39], [4.00, 0.64, -1.95], [4.70, 2.69, -0.84], [4.07, 3.76, 0.52], [2.92, 3.05, -0.67], [3.27, 2.68, 2.84], [4.99, 2.62, 2.35], [3.75, 0.55, 3.94], [5.29, 0.45, 3.29], [2.61, -1.89, 2.31], [4.26, -1.99, 2.89], [3.96, -2.21, 1.13]]
}


No. 3
{
  "formula": "C22H38NO6PS2",
  "method": "wB97M-V/def2-TZVPD",
  "e_tot_ha": -2505.0691,
  "smiles": "CCCCN(CCCCC1=C(CCP(=O)(OCC)OCC)C(=O)OC1=O)C(=S)SCCC",
  "gap_ev": 7.805,
  "e_lumo_ev": -0.8,
  "largest_force_ev_per_a": 1.35,
  "symbols": ["C", "C", "C", "C", "N", "C", "C", "C", "C", "C", "C", "C", "C", "P", "O", "O", "C", "C", "O", "C", "C", "C", "O", "O", "C", "O", "C", "S", "S", "C", "C", "C", "H", "H", "H", "H", "H", "H", "H", "H", "H", "H", "H", "H", "H", "H", "H", "H", "H", "H", "H", "H", "H", "H", "H", "H", "H", "H", "H", "H", "H", "H", "H", "H", "H", "H", "H", "H", "H", "H"],
  "xyz": [[-5.31, -0.50, -1.22], [-4.85, -1.12, -2.55], [-3.56, -0.46, -3.09], [-2.38, -1.44, -3.15], [-1.76, -1.61, -1.82], [-0.36, -1.16, -1.74], [-0.20, 0.15, -0.98], [-0.64, 0.00, 0.48], [-1.07, 1.32, 1.14], [-0.05, 2.17, 1.80], [1.08, 1.94, 2.47], [1.87, 0.69, 2.69], [2.82, 0.39, 1.49], [3.41, 1.86, 0.64], [3.83, 2.95, 1.53], [2.30, 2.23, -0.42], [2.36, 3.58, -0.98], [1.18, 3.74, -1.92], [4.68, 1.38, -0.22], [4.51, 0.26, -1.13], [5.27, -0.97, -0.62], [1.46, 3.23, 3.11], [1.97, 3.36, 4.16], [0.89, 4.24, 2.37], [-0.16, 3.65, 1.68], [-0.89, 4.30, 1.01], [-1.95, -2.91, -1.28], [-1.40, -4.27, -1.94], [-2.92, -3.00, 0.24], [-1.74, -3.70, 1.43], [-1.55, -2.83, 2.66], [-0.33, -3.27, 3.47], [-5.99, -1.16, -0.69], [-5.85, 0.43, -1.40], [-4.46, -0.28, -0.58], [-5.66, -0.99, -3.26], [-4.69, -2.19, -2.38], [-3.74, -0.07, -4.09], [-3.30, 0.34, -2.40], [-1.65, -1.11, -3.88], [-2.78, -2.41, -3.47], [0.23, -1.93, -1.23], [0.08, -1.07, -2.73], [0.87, 0.40, -1.02], [-0.75, 0.95, -1.47], [0.10, -0.55, 1.04], [-1.53, -0.63, 0.44], [-1.65, 1.91, 0.44], [-1.77, 1.05, 1.94], [2.53, 0.87, 3.54], [1.22, -0.16, 2.87], [2.36, -0.28, 0.77], [3.71, -0.12, 1.84], [2.33, 4.31, -0.18], [3.30, 3.67, -1.52], [0.33, 3.18, -1.56], [0.89, 4.78, -2.00], [1.41, 3.36, -2.92], [3.45, 0.04, -1.26], [4.92, 0.58, -2.09], [4.60, -1.80, -0.39], [5.99, -1.30, -1.36], [5.82, -0.69, 0.27], [-2.12, -4.67, 1.74], [-0.77, -3.88, 0.95], [-1.45, -1.78, 2.40], [-2.44, -2.89, 3.30], [-0.39, -4.33, 3.71], [0.59, -3.11, 2.91], [-0.26, -2.71, 4.40]]
}